The following is a DFT calculation (ωB97M-V with the def2-TZVPD basis set) of a molecular structure, C10H33AgB2NO4 at a distorted geometry.

```
51
Properties=species:S:1:pos:R:3:forces:R:3:mulliken_charge:R:1
Ag -0.102 -0.492 -1.535 0.13 0.66 -0.11 0.83
C 0.182 -0.342 -8.124 0.21 -1.45 2.59 -0.90
C -0.447 -1.643 -7.366 1.15 1.13 -0.08 -0.25
O 0.098 -2.091 -6.112 -0.84 0.99 -2.47 -0.29
H -0.260 -0.236 -9.115 0.08 0.13 0.20 0.30
H 1.264 -0.473 -8.125 0.06 -0.37 -0.66 0.29
H 0.128 0.527 -7.469 -0.77 0.23 -0.31 0.30
H -0.316 -2.412 -8.128 0.26 -0.81 0.31 0.25
H -1.533 -1.565 -7.311 -0.17 0.15 0.47 0.30
C 5.029 -5.087 1.849 -0.79 -0.62 -0.88 -0.85
C 3.579 -4.681 1.522 -1.69 1.69 -1.71 -0.29
O 3.183 -4.133 0.283 1.29 -0.93 1.39 -0.89
H 4.857 -6.049 2.331 0.73 -0.05 0.65 0.23
H 5.531 -4.349 2.475 0.30 -0.18 -0.19 0.27
H 5.524 -5.328 0.908 0.43 0.34 0.00 0.24
H 3.306 -3.980 2.311 -0.14 0.57 0.77 0.15
H 2.951 -5.539 1.763 -0.31 -0.88 0.03 0.17
B -3.277 1.544 -2.701 0.36 -0.33 0.05 -0.07
H -3.261 1.569 -1.622 0.22 -0.27 4.66 -0.23
H -3.420 0.541 -3.074 -0.77 -4.00 -1.67 -0.25
H -4.049 2.265 -2.920 -3.41 2.58 -1.32 -0.18
H -2.364 2.004 -3.046 3.90 1.61 -1.56 -0.18
B 3.340 1.595 -2.853 -0.10 0.05 -0.23 -0.09
H 4.107 2.261 -2.487 2.95 2.84 1.43 -0.20
H 2.344 2.009 -2.820 -4.05 2.45 -0.29 -0.21
H 3.555 1.206 -3.836 0.90 -1.65 -3.88 -0.20
H 3.195 0.819 -2.117 -0.07 -3.81 3.05 -0.23
C -1.309 4.901 4.595 -0.01 0.42 0.72 -0.81
O -0.964 3.863 3.695 -0.78 1.81 -0.12 -0.35
C 0.060 3.114 4.213 2.26 -1.90 1.13 -0.44
C 0.351 1.906 3.318 -2.53 -1.07 -1.70 -0.83
N -0.991 1.451 2.686 2.08 0.33 -0.41 -0.31
C -1.736 0.450 3.409 1.83 1.42 1.40 -0.59
C -2.617 -0.341 2.588 -1.47 -0.59 -1.21 -0.68
O -1.920 -1.029 1.572 -0.14 -0.10 -0.79 -0.23
C -2.604 -2.224 1.170 -0.08 0.35 1.92 -0.84
H -2.024 4.577 5.351 0.00 -0.50 0.18 0.31
H -1.770 5.807 4.201 0.03 -0.40 -1.08 0.27
H -0.434 5.278 5.123 0.27 -0.13 0.07 0.31
H -0.110 2.816 5.248 -0.91 -0.49 0.26 0.37
H 1.004 3.627 4.393 0.21 0.91 -0.66 0.45
H 0.806 0.982 3.675 -0.36 0.19 1.37 0.36
H 1.113 2.057 2.553 -0.54 1.02 -0.55 0.35
H -1.615 2.235 2.561 0.50 0.23 -0.28 0.32
H -2.391 0.993 4.090 -0.20 -0.36 0.92 0.25
H -1.004 -0.162 3.936 -0.21 -0.21 0.27 0.40
H -3.406 0.326 2.239 0.03 0.31 -1.12 0.35
H -3.249 -0.945 3.238 0.41 -1.05 0.21 0.43
H -2.146 -2.820 0.380 0.23 0.73 -0.18 0.28
H -3.656 -1.997 1.000 -0.05 -0.14 -0.47 0.31
H -2.529 -2.806 2.088 -0.43 -0.82 -0.11 0.31
```
Positions in Å, forces in eV/Å.

As for the charge: -2. For the largest force on an atom, the calculation gives 4.88 eV/Å. Its spin multiplicity is 2. As for the expectation value of S²: 0.754. The calculation puts the total energy at -25921.8053 eV.